#1
ORCA calculation (wB97M-V/def2-TZVPD) on 2 unconnected molecules or ions with the total composition C4H13N3O.

CARTESIAN COORDINATES (ANGSTROEM)
C: 0.846 0.297 -1.045
C: -0.540 0.692 -1.569
C: 2.114 -1.764 -0.667
C: -1.898 1.063 1.979
N: 1.641 1.185 -0.625
N: 0.966 -1.024 -1.068
N: -1.996 0.281 0.689
O: -0.309 1.518 -2.539
H: 2.512 -1.408 0.342
H: 1.733 -2.688 -0.509
H: 2.884 -1.685 -1.433
H: -2.861 1.067 2.544
H: -1.203 0.758 2.634
H: -1.688 2.125 1.787
H: 1.463 2.171 -0.828
H: 2.631 0.886 -0.549
H: -2.764 0.694 0.090
H: 0.480 -1.409 -1.816
H: -1.198 0.340 0.056
H: -2.218 -0.633 0.978
H: -1.043 1.941 -3.082

Results
- frontier orbital gap (eV) = 9.30
- HOMO level (eV) = -18.47
- molar mass (g mol⁻¹) = 119.2
- total charge = +2

Atomic partial charges in e from the Mulliken method, atoms 1 to 8:
1 C 0.7219
2 C -0.5443
3 C -0.9477
4 C -0.9050
5 N -0.3003
6 N -0.1692
7 N -0.1331
8 O -0.3055

***

#2
ORCA calculation (wB97M-V/def2-TZVPD) on 2 unconnected molecules or ions with the total composition C4H13N3O.

CARTESIAN COORDINATES (ANGSTROEM)
C: -0.141 0.778 1.181
C: 0.923 0.312 -1.811
C: -0.466 -0.570 0.849
C: 0.988 -0.877 -0.964
N: 0.816 0.994 2.075
N: -0.629 1.833 0.523
N: -1.710 -0.912 0.151
O: 0.360 -1.953 -1.393
H: 0.004 0.370 -2.391
H: 1.736 0.189 -2.541
H: 1.135 1.235 -1.282
H: -0.146 -1.331 1.543
H: 1.847 -1.002 -0.312
H: 1.201 0.256 2.642
H: 1.138 1.930 2.279
H: -1.383 1.811 -0.140
H: -0.326 2.764 0.773
H: -2.434 -1.275 0.792
H: -1.511 -1.647 -0.561
H: -2.112 -0.109 -0.350
H: 0.710 -2.798 -1.062

Results
- frontier orbital gap (eV) = 9.47
- HOMO level (eV) = -17.62
- molar mass (g mol⁻¹) = 119.2
- total charge = +2

Atomic partial charges in e from the Mulliken method, atoms 1 to 8:
1 C 0.7853
2 C -1.1265
3 C -0.9266
4 C 0.3586
5 N -0.4066
6 N -0.3220
7 N -0.1673
8 O -0.4837

***

Preferred: #2; penalty for the next structure: 2.071 eV.

***

#1
ORCA calculation (wB97M-V/def2-TZVPD) on C5H8 in the gas phase.

CARTESIAN COORDINATES (ANGSTROEM)
C: -1.381 -0.582 -0.385
C: -1.052 0.838 -0.161
C: -0.207 -0.407 0.434
C: 1.429 0.276 0.279
C: 1.013 -0.786 -0.605
H: -2.361 -0.932 -0.140
H: -0.499 1.504 -0.870
H: -1.600 1.461 0.527
H: -0.301 -0.433 1.632
H: 1.987 0.037 1.171
H: 1.163 1.258 0.016
H: 0.816 -0.386 -1.580
H: 0.993 -1.849 -0.317

Results
- frontier orbital gap (eV) = 6.23
- HOMO level (eV) = -5.80
- molar mass (g mol⁻¹) = 68.1
- total charge = 0

Atomic partial charges in e from the Mulliken method, atoms 1 to 8:
1 C -0.7730
2 C -0.6600
3 C 0.0126
4 C -0.5683
5 C -0.1353
6 H 0.1193
7 H 0.1491
8 H 0.3302

***

#2
ORCA calculation (wB97M-V/def2-TZVPD) on C5H8 in the gas phase.

CARTESIAN COORDINATES (ANGSTROEM)
C: -0.928 -2.263 0.331
C: -0.214 -1.292 0.311
C: 0.416 0.038 0.304
C: 1.091 0.365 -1.033
C: -0.714 1.026 0.629
H: -1.590 -3.100 0.357
H: 1.177 0.083 1.094
H: 1.891 -0.344 -1.270
H: 0.361 0.343 -1.849
H: 1.524 1.371 -0.989
H: -0.372 2.063 0.571
H: -1.111 0.831 1.630
H: -1.529 0.879 -0.087

Results
- SMILES string = C#CC(C)C
- frontier orbital gap (eV) = 11.07
- HOMO level (eV) = -9.93
- molar mass (g mol⁻¹) = 68.1
- total charge = 0

Atomic partial charges in e from the Mulliken method, atoms 1 to 8:
1 C 0.1012
2 C -0.7562
3 C 0.6077
4 C -1.3017
5 C -1.3488
6 H 0.4215
7 H 0.1987
8 H 0.3440

***

#3
ORCA calculation (wB97M-V/def2-TZVPD) on C5H8 in the gas phase.

CARTESIAN COORDINATES (ANGSTROEM)
C: -2.053 -1.267 -1.238
C: -1.190 -0.734 -0.476
C: -0.149 -0.381 0.477
C: 0.558 0.917 0.072
C: 2.004 1.018 0.813
H: -2.641 -1.593 -2.135
H: -0.463 -0.237 1.457
H: 0.490 -1.314 0.505
H: 0.507 0.893 -1.128
H: -0.075 1.720 0.438
H: 2.646 1.811 0.224
H: 1.824 1.265 1.887
H: 2.683 0.143 0.861

Results
- SMILES string = C#CCCC
- frontier orbital gap (eV) = 10.71
- HOMO level (eV) = -9.64
- molar mass (g mol⁻¹) = 68.1
- total charge = 0

Atomic partial charges in e from the Mulliken method, atoms 1 to 8:
1 C -0.1356
2 C -0.3383
3 C -0.5087
4 C -0.3870
5 C -1.0168
6 H 0.3692
7 H 0.3363
8 H 0.2289

***

#4
ORCA calculation (wB97M-V/def2-TZVPD) on C5H8 in the gas phase.

CARTESIAN COORDINATES (ANGSTROEM)
C: 1.169 -1.866 1.515
C: 0.488 -0.892 0.657
C: 0.085 -0.269 -0.212
C: -0.303 0.679 -1.268
C: -1.229 1.830 -0.661
H: 0.770 -1.968 2.547
H: 1.102 -2.823 1.017
H: 2.290 -1.795 1.356
H: -0.830 0.014 -2.000
H: 0.681 0.990 -1.694
H: -0.678 2.206 0.360
H: -2.144 1.256 -0.240
H: -1.400 2.638 -1.376

Results
- SMILES string = CC#CCC
- frontier orbital gap (eV) = 10.51
- HOMO level (eV) = -9.45
- molar mass (g mol⁻¹) = 68.1
- total charge = 0

Atomic partial charges in e from the Mulliken method, atoms 1 to 8:
1 C -1.1926
2 C 0.6492
3 C -0.1916
4 C -0.5865
5 C -0.8985
6 H 0.2869
7 H 0.3096
8 H 0.2778

***

Preferred: #2; penalty for the next structure: 0.895 eV.